# 1
62
Properties=species:S:1:pos:R:3:forces:R:3:lowdin_charge:R:1 method="wB97M-V/def2-TZVPD" smiles="COc1cccc(O)c1CN1CCC(C(=O)Nc2ccc(-c3cccc(C)c3)cc2)CC1" e_tot_ha=-1382.1249 lumo_ev=0.6 e_above_lowest_kcal_mol=3.7
C -1.014 -2.304 -3.297 0.107 -0.008 -0.215 -0.08
H -0.455 -1.379 -3.471 0.004 -0.034 0.019 0.09
O -1.744 -2.251 -2.097 -0.055 0.008 0.454 -0.11
C -1.058 -2.118 -0.919 0.139 -0.071 0.170 -0.23
C 0.323 -2.003 -0.849 -0.058 -0.044 -0.418 -0.03
C 0.945 -1.898 0.383 -0.198 -0.045 0.108 -0.07
C 0.206 -1.933 1.542 -0.104 0.000 0.215 -0.01
C -1.182 -2.047 1.479 0.247 -0.049 -0.454 -0.27
C -1.840 -2.112 0.250 -0.203 0.010 -0.049 -0.07
C -3.355 -2.123 0.134 0.037 -0.033 -0.079 -0.12
N -3.982 -0.804 0.079 -0.171 0.082 0.022 -0.13
C -3.811 -0.044 1.307 -0.156 0.125 0.052 -0.18
C -4.527 1.302 1.241 0.206 -0.034 0.150 -0.13
H -4.373 1.830 2.182 -0.050 -0.013 -0.043 0.12
H -5.596 1.145 1.090 -0.032 0.015 -0.020 0.12
C -3.956 2.124 0.080 -0.254 0.030 0.136 -0.22
C -2.496 2.435 0.435 -0.334 0.186 -0.291 -0.43
O -2.192 2.796 1.551 0.103 -0.041 0.231 0.08
N -1.592 2.265 -0.573 -0.020 0.163 -0.427 0.14
C -0.227 1.981 -0.459 0.301 -0.060 0.091 -0.21
C 0.441 1.546 -1.603 -0.080 0.112 0.036 -0.02
C 1.765 1.169 -1.541 0.038 0.058 0.114 -0.04
C 2.461 1.204 -0.334 -0.230 0.114 0.000 -0.20
C 1.788 1.653 0.799 0.099 -0.087 -0.275 -0.02
C 0.466 2.045 0.745 -0.182 0.057 0.174 0.01
H -0.039 2.390 1.632 -0.009 0.035 0.011 0.10
H 2.313 1.715 1.740 0.054 0.006 0.101 0.12
C 3.861 0.765 -0.258 0.260 -0.050 -0.024 -0.18
C 4.306 0.021 0.832 0.050 0.044 -0.122 -0.01
C 5.616 -0.421 0.920 0.048 -0.004 -0.011 -0.27
C 6.501 -0.101 -0.103 -0.030 -0.001 0.016 -0.05
C 6.076 0.643 -1.189 0.077 -0.026 -0.054 -0.08
C 4.765 1.072 -1.272 -0.080 0.002 0.036 -0.04
H 4.444 1.667 -2.114 -0.041 0.060 -0.068 0.11
H 6.774 0.891 -1.976 0.050 0.025 -0.056 0.10
H 7.527 -0.437 -0.046 0.103 -0.045 0.005 0.11
C 6.080 -1.214 2.105 0.032 0.053 0.016 -0.05
H 6.603 -0.563 2.807 0.034 -0.029 0.088 0.08
H 6.770 -1.998 1.800 0.033 -0.071 0.041 0.08
H 5.239 -1.666 2.625 -0.015 -0.059 0.066 0.07
H 3.608 -0.233 1.618 -0.089 -0.049 0.092 0.11
H 2.260 0.815 -2.433 0.043 -0.046 -0.077 0.11
H -0.092 1.493 -2.544 -0.055 -0.025 -0.084 0.11
H -1.963 2.112 -1.499 -0.054 -0.086 0.257 0.12
C -4.200 1.306 -1.187 0.214 -0.102 0.086 -0.13
C -3.537 -0.067 -1.093 -0.162 -0.012 -0.254 -0.18
H -3.803 -0.662 -1.970 0.104 0.070 0.026 0.13
H -2.442 0.046 -1.086 -0.086 -0.046 -0.087 0.11
H -3.861 1.822 -2.090 -0.022 -0.006 -0.054 0.11
H -5.278 1.165 -1.287 0.009 0.059 -0.070 0.12
H -4.483 3.083 0.017 0.080 -0.053 0.032 0.15
H -4.247 -0.629 2.124 0.094 -0.001 0.031 0.13
H -2.748 0.142 1.537 -0.048 -0.088 0.071 0.13
H -3.813 -2.669 0.967 0.004 -0.048 -0.070 0.12
H -3.624 -2.642 -0.788 -0.031 -0.070 0.177 0.13
O -1.832 -2.107 2.671 -0.181 -0.004 0.129 0.06
H -2.783 -2.175 2.530 0.128 0.028 -0.006 0.08
H 0.667 -1.875 2.514 0.093 0.016 0.136 0.12
H 2.019 -1.800 0.424 0.127 0.017 0.021 0.10
H 0.926 -1.992 -1.741 0.029 0.008 -0.123 0.10
H -1.756 -2.429 -4.085 0.091 0.010 0.009 0.10
H -0.324 -3.153 -3.314 -0.011 0.048 0.012 0.10

=====

# 2
61
Properties=species:S:1:pos:R:3:forces:R:3:lowdin_charge:R:1 method="wB97M-V/def2-TZVPD" e_tot_ha=-1287.5428 charge=+3 lumo_ev=-11.6 e_above_lowest_kcal_mol=46.7
Ta -0.899 0.621 0.374 -0.076 -0.230 -1.987 1.90
O -2.733 1.369 1.903 1.328 -0.765 -0.765 -0.16
C -3.518 2.440 1.314 -0.737 0.732 -0.641 -0.19
C -4.611 1.904 0.390 0.440 -0.206 0.168 -0.14
C -4.092 1.013 -0.758 -0.107 0.350 0.266 -0.13
C -3.199 1.749 -1.717 -0.664 0.143 -0.234 -0.27
C -3.738 2.593 -2.688 0.273 -0.270 0.270 0.04
C -2.902 3.230 -3.588 0.187 -0.099 0.111 0.03
C -1.533 2.991 -3.524 -0.013 -0.243 0.231 0.01
C -1.055 2.167 -2.524 0.677 0.338 -0.499 -0.10
N -1.869 1.583 -1.633 0.959 -0.976 2.168 -0.03
H -3.284 0.968 2.597 0.464 -0.333 -0.040 0.15
H -2.817 3.093 0.778 0.003 -0.124 0.113 0.13
H -3.963 3.029 2.121 0.214 -0.087 -0.035 0.15
H -5.138 2.761 -0.031 -0.031 0.041 0.069 0.14
H -5.338 1.336 0.975 -0.024 0.048 -0.018 0.14
H -4.976 0.664 -1.299 0.206 -0.178 -0.004 0.14
H -3.584 0.113 -0.370 -0.060 0.044 -0.066 0.09
H -4.806 2.733 -2.736 -0.122 -0.045 0.001 0.14
H -3.307 3.890 -4.337 -0.073 0.086 -0.136 0.14
H -0.847 3.428 -4.231 0.068 0.046 -0.028 0.13
H 0.008 1.954 -2.430 -0.208 0.108 0.002 0.12
N -0.695 -1.168 -0.048 -1.367 4.911 0.985 -0.09
C -0.087 -2.325 0.003 1.411 -2.754 0.197 -0.23
C -0.646 -3.565 -0.431 -0.081 0.677 -0.004 -0.15
C -1.775 -3.607 -1.284 -0.143 -0.092 0.000 0.01
C -2.327 -4.817 -1.631 -0.073 0.224 -0.123 -0.02
C -1.784 -6.009 -1.143 0.204 0.227 0.100 0.03
C -0.690 -5.980 -0.279 0.033 -0.049 0.016 -0.01
C -0.121 -4.780 0.076 0.054 -0.027 -0.029 0.03
C 1.245 -2.310 0.626 0.074 0.107 0.083 -0.21
C 2.334 -2.896 -0.030 -0.143 -0.010 0.009 0.00
C 3.590 -2.853 0.547 0.105 0.080 0.013 -0.02
C 3.767 -2.282 1.799 -0.157 -0.094 -0.029 -0.02
C 2.681 -1.726 2.468 -0.128 0.043 0.142 -0.06
C 1.430 -1.707 1.878 -0.035 -0.087 -0.079 -0.05
H -2.178 -2.680 -1.670 -0.041 -0.040 -0.052 0.11
H -3.181 -4.854 -2.289 -0.070 0.012 -0.089 0.13
H -2.213 -6.958 -1.432 -0.062 -0.021 0.011 0.14
H -0.298 -6.898 0.126 0.052 -0.116 0.030 0.13
H 0.697 -4.751 0.778 0.046 -0.080 0.057 0.13
H 2.196 -3.356 -0.998 -0.013 -0.025 -0.102 0.14
H 4.434 -3.271 0.023 0.080 -0.109 -0.066 0.13
H 4.738 -2.307 2.275 0.041 0.048 -0.019 0.13
H 2.810 -1.347 3.470 -0.007 0.066 0.081 0.12
H 0.565 -1.358 2.444 0.126 0.050 -0.032 0.11
C 3.717 1.962 2.415 -0.167 -0.086 0.109 0.00
C 3.403 2.491 0.998 0.271 0.049 0.092 -0.60
C 4.453 1.966 0.006 -0.023 -0.078 -0.147 -0.01
C 3.362 4.026 1.009 -0.188 0.086 -0.104 -0.01
C 2.115 1.956 0.654 1.102 0.599 0.333 -0.04
C 1.002 1.507 0.420 -3.837 -1.924 -0.359 -0.13
H 4.721 2.273 2.687 0.123 0.072 -0.038 0.11
H 3.666 0.877 2.441 0.066 -0.112 0.040 0.07
H 3.021 2.372 3.141 -0.057 0.019 0.113 0.10
H 5.432 2.324 0.319 0.015 0.068 0.019 0.11
H 4.254 2.328 -0.999 0.041 0.017 -0.088 0.10
H 4.477 0.879 -0.002 0.002 -0.108 -0.027 0.09
H 4.359 4.408 1.218 0.068 -0.049 0.015 0.11
H 2.688 4.388 1.780 -0.062 0.069 0.066 0.10
H 3.039 4.417 0.047 0.037 0.061 -0.071 0.10